The following is a DFT calculation (ωB97M-V with the def2-TZVPD basis set) of C37H46CdFN6O5PSiTe as an isolated structure.

```
99
Properties=species:S:1:pos:R:3:mulliken_charge:R:1
Cd 1.63141 0.92804 0.19776 2.983
N -0.79627 4.76119 1.73585 -0.540
C -0.03970 3.62820 1.49992 0.534
O -0.57635 2.54507 1.41781 -0.535
C 1.44789 3.88243 1.36037 -0.820
C 2.31556 2.63696 1.40286 -1.745
H -1.78376 4.66197 1.56817 0.253
H -0.38212 5.65752 1.55026 0.205
H 1.71308 4.63626 2.12051 0.455
H 1.56091 4.38691 0.39268 0.229
H 2.40368 2.26194 2.42599 0.592
H 3.32384 2.89694 1.06794 0.476
C 4.68216 -0.23040 -3.77896 -1.260
Si 4.26205 0.21866 -1.98117 -0.100
C 5.80699 1.03218 -1.25285 -1.246
C 4.01564 -1.42664 -1.14072 -0.172
N 2.88026 1.20983 -1.79249 0.156
C 2.77150 2.43699 -2.35247 0.875
C 3.75952 3.05831 -3.16332 -0.538
C 3.61870 4.31895 -3.72129 -1.041
C 2.47186 5.07072 -3.52057 -0.522
C 1.46391 4.50865 -2.74052 -0.462
C 1.62450 3.26094 -2.19159 -0.087
F 0.57619 2.78609 -1.46240 -0.421
H 5.51756 -0.93707 -3.77681 0.324
H 4.95927 0.61557 -4.40843 0.364
H 3.83022 -0.72645 -4.25103 0.321
H 6.65290 0.34052 -1.20751 0.351
H 5.59092 1.37858 -0.23990 0.267
H 6.11105 1.90142 -1.84026 0.395
H 4.89217 -2.05992 -1.30905 0.443
H 3.14930 -1.95549 -1.53650 0.217
H 3.86762 -1.33485 -0.06766 -0.387
H 4.67709 2.51687 -3.34286 0.166
H 4.42859 4.71667 -4.32417 0.368
H 2.35344 6.05386 -3.95724 0.357
H 0.52983 5.02548 -2.55457 0.420
C -12.02599 -2.38442 -1.15342 -0.829
O -11.21188 -2.60050 -0.02574 -0.472
C -9.87727 -2.29655 -0.15217 1.029
C -9.29382 -1.79761 -1.31168 -0.384
C -7.93362 -1.52228 -1.33440 -0.891
C -7.13150 -1.73434 -0.21785 0.281
C -7.73621 -2.23761 0.93606 -0.437
C -9.09000 -2.51526 0.97356 -0.707
C -5.70147 -1.41793 -0.29665 0.044
N -5.09482 -0.97995 -1.37296 -0.832
C -3.77455 -0.80978 -1.00758 0.713
C -3.59726 -1.14826 0.31273 0.182
N -4.83810 -1.54290 0.76103 -0.112
C -2.35152 -1.07642 1.00679 -0.265
C -2.16940 -1.38275 2.33146 -0.166
C -0.90661 -1.27829 2.90749 -1.591
C 0.12175 -0.83193 2.09214 -0.521
N 0.00692 -0.53913 0.80081 -0.279
C -1.23276 -0.64055 0.19187 -0.029
C -1.38518 -0.37995 -1.15671 -0.448
N -0.19745 -0.18941 -1.95018 1.833
C -0.39832 0.56521 -3.13956 -0.805
C -1.60452 0.70363 -3.70237 -0.922
C -2.79109 0.14864 -3.08255 -0.680
C -2.66697 -0.34684 -1.81912 0.647
H -13.03290 -2.67629 -0.86307 0.233
H -11.70422 -2.99408 -2.00351 0.328
H -12.02685 -1.33130 -1.45164 0.328
H -9.87955 -1.61807 -2.20206 0.349
H -7.46556 -1.13436 -2.22885 0.476
H -7.14996 -2.42256 1.82763 0.276
H -9.55539 -2.90542 1.86898 0.390
H -5.05567 -1.85812 1.68719 0.184
H -3.01588 -1.71185 2.93028 0.291
H -0.71241 -1.52500 3.94000 0.519
H 1.10796 -0.69020 2.51260 0.373
H 0.50651 0.97080 -3.57767 0.324
H -1.68851 1.28712 -4.61289 0.383
H -3.75608 0.19203 -3.56678 0.468
C 6.89503 -2.39042 1.46688 -1.183
C 6.32469 -1.08570 1.98352 0.356
O 5.47165 -1.28534 3.11146 -0.422
P 3.86139 -1.37865 2.89404 -0.091
O 3.41059 -0.32828 1.93732 -0.598
Te 3.22686 -3.63623 2.54494 -0.439
O 3.39008 -0.91189 4.36730 -0.260
C 3.72174 -1.65443 5.53035 -0.185
C 2.65783 -1.39217 6.57445 -1.213
H 7.58594 -2.18509 0.64485 0.394
H 6.10185 -3.04383 1.10706 0.224
H 7.43321 -2.91532 2.25841 0.316
H 5.77397 -0.55939 1.20447 -0.273
H 7.12393 -0.42375 2.32891 0.317
H 4.71081 -1.33601 5.87721 0.212
H 3.76874 -2.72127 5.28447 0.279
H 2.56337 -0.32309 6.76821 0.299
H 2.91100 -1.89770 7.50961 0.384
H 1.69387 -1.76261 6.22588 0.224
C 0.46292 -1.45733 -2.26609 -1.192
H 0.67098 -1.99598 -1.34152 0.288
H 1.40424 -1.24035 -2.77418 0.073
H -0.16597 -2.08552 -2.91451 0.335
```

Strongest force on any atom (hartree/bohr): 0.00689
Gap between HOMO and LUMO (eV): 3.55
Relative energy (zero: lowest compared OMol25 entry of this formula, charge and spin) (kJ/mol): 0.0
Total charge: -2